{"formula": "C6H33NO11", "method": "the ωB97M-V functional and the def2-TZVPD basis", "smiles": "CCNCCCC=O.O.O.O.O.O.O.O.O.O.O", "lumo_ev": 0.143, "homo_ev": -8.27, "homo_lumo_gap_ha": 0.30905, "largest_force_ha_per_bohr": 0.1240, "elements": ["C", "C", "N", "C", "C", "C", "C", "O", "H", "H", "H", "H", "H", "H", "H", "H", "H", "H", "H", "H", "H", "O", "H", "H", "O", "H", "H", "O", "H", "H", "O", "H", "H", "O", "H", "H", "O", "H", "H", "O", "H", "H", "O", "H", "H", "O", "H", "H", "O", "H", "H"], "coordinates": [[-0.2242, 0.7021, 2.9855], [0.7308, 0.0522, 2.0506], [0.1993, -0.4581, 0.7430], [-1.2301, -0.5006, 0.4952], [-1.6032, -0.4359, -1.0193], [-2.2943, 0.9631, -1.3573], [-1.3719, 2.0621, -1.2576], [-1.1655, 2.6075, -0.1180], [0.3952, 0.8915, 3.8851], [-1.0915, 0.0427, 3.3698], [-0.7456, 1.6066, 2.7548], [1.5517, 0.7627, 1.9957], [1.1144, -0.9355, 2.4995], [0.5769, 0.0697, -0.0366], [-1.6482, -1.4591, 0.8471], [-1.6610, 0.3904, 1.1789], [-2.4224, -1.0640, -1.0802], [-0.8836, -0.7453, -1.7417], [-3.2561, 1.1129, -0.7720], [-2.7199, 0.9501, -2.4621], [-0.8084, 2.4757, -2.0590], [2.6865, -3.2506, 0.4760], [2.5036, -4.1236, 0.2594], [2.0438, -2.8017, 1.0524], [-1.1363, 1.0685, -4.3115], [-1.0819, 0.7493, -5.2591], [-0.1986, 0.8510, -3.9996], [-3.3767, 2.4703, 1.6155], [-3.3619, 2.9600, 0.7680], [-2.4865, 2.5141, 1.8368], [0.9284, -2.5713, -1.9907], [1.2564, -2.1177, -1.1788], [0.8442, -1.7526, -2.5997], [-0.5224, -3.4833, 1.7825], [-1.1482, -2.8133, 2.0973], [-0.9035, -4.3096, 1.6822], [-3.8326, -1.6423, 1.3884], [-3.5177, -0.7837, 1.7654], [-4.7682, -1.4701, 0.9858], [3.8277, -0.1632, -1.5654], [3.7257, 0.0350, -0.5987], [3.9395, -1.0667, -1.6332], [4.1320, 0.7081, 0.7533], [5.0328, 1.1019, 0.7593], [3.5975, 1.3840, 1.2464], [1.3978, 0.3642, -2.3008], [1.6730, 1.2455, -2.1522], [2.2090, -0.1225, -2.1655], [1.8159, 2.3323, 0.1459], [2.2747, 3.0233, -0.1542], [1.0037, 2.5739, 0.3937]], "nbo_charge": [-0.6367, -0.2277, -0.6772, -0.2301, -0.3874, -0.5341, 0.4438, -0.6439, 0.2220, 0.2008, 0.2014, 0.1968, 0.1885, 0.3762, 0.1927, 0.1769, 0.2228, 0.2409, 0.2421, 0.2500, 0.1524, -0.9755, 0.4779, 0.4997, -0.9660, 0.4751, 0.4916, -0.9353, 0.4721, 0.4684, -0.9526, 0.4845, 0.4667, -0.9514, 0.4813, 0.4732, -0.9645, 0.4871, 0.4825, -0.9843, 0.5032, 0.4737, -0.9414, 0.4870, 0.5000, -1.0085, 0.4778, 0.5011, -0.9448, 0.4644, 0.4866]}



{"formula": "C6H34O11", "method": "the ωB97M-V functional and the def2-TZVPD basis", "smiles": "CO.CO.CO.CO.CO.CO.O.O.O.O.O", "lumo_ev": 0.008, "homo_ev": -9.84, "homo_lumo_gap_ha": 0.36183, "largest_force_ha_per_bohr": 0.0431, "elements": ["C", "O", "H", "H", "H", "H", "C", "O", "H", "H", "H", "H", "C", "O", "H", "H", "H", "H", "C", "O", "H", "H", "H", "H", "C", "O", "H", "H", "H", "H", "C", "O", "H", "H", "H", "H", "O", "H", "H", "O", "H", "H", "O", "H", "H", "O", "H", "H", "O", "H", "H"], "coordinates": [[-8.2318, -23.5770, -30.4177], [-7.4146, -23.7032, -31.6629], [-9.0249, -24.3242, -30.3917], [-7.6870, -23.8972, -29.5296], [-8.6247, -22.5768, -30.2352], [-7.8943, -23.9900, -32.4434], [-0.3365, -27.2595, -31.0700], [-1.4079, -27.1736, -31.9931], [0.0582, -28.2665, -30.9352], [0.4606, -26.6332, -31.4704], [-0.4958, -26.8715, -30.0639], [-2.0120, -26.4585, -31.7799], [-6.8282, -27.4220, -22.7865], [-6.5224, -26.5116, -21.8078], [-6.0440, -28.1782, -22.7507], [-7.7133, -28.0396, -22.6337], [-6.8812, -26.9101, -23.7474], [-5.9585, -26.8848, -21.1264], [-1.3643, -30.6081, -24.7058], [-1.9744, -30.2644, -23.4270], [-1.9246, -31.1981, -25.4312], [-1.1547, -29.7670, -25.3666], [-0.5071, -31.2178, -24.4201], [-1.2155, -29.7774, -23.0977], [-3.9091, -25.4789, -26.3450], [-3.0061, -24.5057, -26.8051], [-4.9374, -25.1550, -26.1845], [-4.1990, -26.0774, -27.2086], [-3.5354, -26.0529, -25.4971], [-3.1540, -24.4042, -27.7482], [-5.3866, -31.0080, -28.4774], [-4.1525, -30.9105, -29.2363], [-5.3903, -32.0067, -28.0409], [-5.4145, -30.2225, -27.7222], [-6.1781, -30.7816, -29.1920], [-4.3624, -31.0623, -30.1607], [-7.0220, -21.7463, -26.4775], [-7.0022, -21.2758, -25.6442], [-7.6911, -22.4201, -26.3569], [-3.6751, -23.9840, -30.9168], [-3.3219, -23.1619, -31.2567], [-4.6193, -23.9165, -31.0589], [-4.4678, -20.6651, -28.7095], [-4.9991, -19.8798, -28.5782], [-4.8665, -21.3227, -28.1396], [-1.2857, -22.0032, -24.5569], [-1.7926, -22.5888, -25.1194], [-1.9238, -21.6588, -23.9321], [-0.9322, -20.9392, -29.7274], [-0.3601, -20.3743, -29.2079], [-1.8166, -20.7193, -29.4346]], "nbo_charge": [-0.2561, -0.7563, 0.1736, 0.1805, 0.1799, 0.4791, -0.2490, -0.7348, 0.1754, 0.1595, 0.1676, 0.4809, -0.2360, -0.7237, 0.1629, 0.1538, 0.1706, 0.4720, -0.2802, -0.7115, 0.1887, 0.1731, 0.1699, 0.4602, -0.2536, -0.7311, 0.1527, 0.1644, 0.1864, 0.4821, -0.2513, -0.7349, 0.1755, 0.1769, 0.1684, 0.4654, -0.9460, 0.4741, 0.4725, -0.9586, 0.4780, 0.4802, -0.9533, 0.4706, 0.4825, -0.9427, 0.4800, 0.4618, -0.9467, 0.4674, 0.4791]}



{"formula": "C6H34O11", "method": "the ωB97M-V functional and the def2-TZVPD basis", "smiles": "CCO.CCO.CCO.O.O.O.O.O.O.O.O", "lumo_ev": 0.112, "homo_ev": -10.11, "homo_lumo_gap_ha": 0.37552, "largest_force_ha_per_bohr": 0.0530, "elements": ["C", "C", "O", "H", "H", "H", "H", "H", "H", "C", "C", "O", "H", "H", "H", "H", "H", "H", "C", "C", "O", "H", "H", "H", "H", "H", "H", "O", "H", "H", "O", "H", "H", "O", "H", "H", "O", "H", "H", "O", "H", "H", "O", "H", "H", "O", "H", "H", "O", "H", "H"], "coordinates": [[0.0485, 2.0327, -1.4185], [-0.2553, 0.8708, -0.4914], [-1.7082, 0.8202, -0.3772], [-0.4315, 2.9798, -1.1723], [-0.2911, 1.6894, -2.3957], [1.1317, 2.1362, -1.3540], [0.1270, 1.1073, 0.5016], [0.1386, -0.0256, -0.9703], [-1.9150, 1.6503, 0.0586], [5.2880, -1.3196, 3.3798], [5.1618, 0.1578, 3.2152], [5.3864, 0.6480, 1.9359], [6.2668, -1.6682, 3.0504], [4.4250, -1.7053, 2.8370], [5.0810, -1.6772, 4.3884], [5.8366, 0.6776, 3.8952], [4.2066, 0.5320, 3.5834], [5.4394, 1.5990, 2.0563], [-0.8963, -1.2550, 5.9529], [-0.4419, -1.1162, 7.3932], [-0.2666, -2.3912, 7.8451], [-1.1102, -0.2713, 5.5348], [-1.7937, -1.8722, 5.9103], [-0.1022, -1.6811, 5.3398], [-1.1964, -0.6558, 8.0311], [0.4504, -0.5020, 7.5140], [0.0161, -2.2749, 8.7551], [-4.7661, 0.7644, -3.9290], [-4.2271, 0.5433, -3.1695], [-4.3761, 1.5674, -4.2744], [-3.6895, 4.7739, -5.9586], [-4.1932, 4.9187, -6.7596], [-2.8336, 5.1623, -6.1398], [-3.7765, 4.3042, 1.6979], [-3.7218, 5.0228, 2.3279], [-4.1163, 4.7097, 0.9002], [-4.5895, -3.3867, 0.8990], [-4.0909, -3.6594, 0.1288], [-4.4960, -2.4343, 0.9206], [0.0741, -3.1771, -6.3122], [0.0044, -2.2437, -6.5123], [-0.2775, -3.6156, -7.0870], [6.4152, -0.9119, -2.2378], [7.3104, -1.2073, -2.0715], [6.1445, -0.4943, -1.4201], [-2.7468, -5.0035, -3.3312], [-3.1345, -5.4425, -4.0883], [-1.9943, -4.5310, -3.6870], [-0.2076, 1.7024, -7.5851], [-1.1133, 1.4975, -7.8173], [-0.1933, 2.6550, -7.4926]], "nbo_charge": [-0.6287, -0.0654, -0.7321, 0.2000, 0.2104, 0.2059, 0.1605, 0.1877, 0.4612, -0.6341, -0.0551, -0.7171, 0.2154, 0.2138, 0.2218, 0.1406, 0.1463, 0.4684, -0.6222, -0.0541, -0.7065, 0.2046, 0.2179, 0.2104, 0.1441, 0.1446, 0.4612, -0.9411, 0.4723, 0.4685, -0.9365, 0.4699, 0.4668, -0.9376, 0.4690, 0.4690, -0.9400, 0.4722, 0.4677, -0.9386, 0.4720, 0.4665, -0.9378, 0.4658, 0.4720, -0.9402, 0.4667, 0.4735, -0.9347, 0.4681, 0.4667]}



{"formula": "C6H35NO12", "method": "the ωB97M-V functional and the def2-TZVPD basis", "lumo_ev": 0.310, "homo_ev": -9.96, "homo_lumo_gap_ha": 0.37753, "largest_force_ha_per_bohr": 0.3104, "elements": ["C", "C", "C", "C", "N", "C", "C", "O", "H", "H", "H", "H", "H", "H", "H", "H", "H", "H", "H", "H", "H", "H", "H", "O", "H", "H", "O", "H", "H", "O", "H", "H", "O", "H", "H", "O", "H", "H", "O", "H", "H", "O", "H", "H", "O", "H", "H", "O", "H", "H", "O", "H", "H", "O"], "coordinates": [[2.2242, -1.3326, 0.9424], [1.6290, -2.4129, 0.0314], [0.1426, -2.2579, -0.3349], [2.0170, 0.0961, 0.5400], [2.9000, 0.7292, -0.2393], [4.2867, 0.2219, -0.2937], [2.7333, 2.1038, -0.6517], [0.9497, 0.5940, 0.9495], [1.9192, -1.6193, 1.9526], [3.2552, -1.6417, 1.0904], [2.1920, -2.4933, -0.9052], [1.7917, -3.4036, 0.4661], [-0.0298, -2.9325, -1.1710], [-0.5556, -2.4289, 0.4803], [0.0763, -1.2611, -0.7707], [4.2996, -0.8176, -0.6010], [4.7912, 0.7312, -1.1112], [4.7569, 0.4797, 0.6510], [3.3234, 2.8122, -0.0681], [2.8760, 2.2318, -1.7234], [1.6900, 2.3905, -0.5126], [0.2892, 0.4757, 2.6998], [0.0443, 0.3899, 4.1887], [-0.1303, -0.0953, 3.3750], [-1.1093, 0.4203, 0.5967], [-1.7439, -0.7155, -0.3084], [-1.7744, 0.2145, -0.0748], [-2.1985, -2.7042, 1.6293], [-2.0237, -4.2511, 1.3094], [-2.3196, -3.4116, 0.9504], [-3.7735, -2.6924, 0.1086], [-4.5949, -1.5484, 0.5917], [-4.2796, -1.9188, -0.2391], [0.2382, 3.4369, 1.9952], [1.0739, 2.3831, 1.5598], [1.0555, 3.0062, 2.3053], [1.0785, 1.1624, -3.2903], [1.9221, 1.6593, -4.3527], [1.9832, 1.0015, -3.6445], [-0.9799, 1.5593, -1.8879], [-1.1742, 0.6933, -3.0792], [-0.5397, 1.3276, -2.7184], [-2.3963, 0.7900, -0.5895], [-3.2069, 1.9809, -1.2803], [-2.3914, 1.7263, -0.8436], [-3.0312, -0.8586, 2.3165], [-1.5700, -0.6866, 2.7707], [-2.2768, -1.3684, 2.6528], [-2.9077, -0.6463, -1.8615], [-3.6801, -0.8563, -3.0309], [-2.7777, -0.5766, -2.8189], [-0.9662, 4.1649, 0.7766], [-1.6948, 2.7707, 0.3806], [-1.4131, 3.3785, 1.0920]], "nbo_charge": [-0.5198, -0.3689, -0.6413, 0.7164, -0.3898, -0.4113, -0.4368, -0.7626, 0.2466, 0.2215, 0.1979, 0.2036, 0.2196, 0.2260, 0.1998, 0.2193, 0.2206, 0.2025, 0.2036, 0.2436, 0.2252, 0.5157, 0.4899, -0.9776, 0.5507, 0.5069, -0.8707, 0.5101, 0.4850, -1.0090, 0.5078, 0.4602, -0.9831, 0.4776, 0.4758, -0.9830, 0.5006, 0.4558, -0.9826, 0.5036, 0.4965, -1.0039, 0.4539, 0.4601, -1.0457, 0.4686, 0.5139, -0.9789, 0.4651, 0.4824, -0.9435, 0.4702, 0.5128, -1.0005]}